# 1
9
Properties=species:S:1:pos:R:3:forces:R:3 method="wB97M-V/def2-TZVPD" spin_multiplicity=1 orbital_gap_ev=9.2496 total_charge=0 relative_energy_ev=3.3302
C 1.03981 0.33038 0.18882 0.97 -0.14 1.47
C 0.52440 0.88407 -0.88374 -0.26 -1.30 1.57
O 1.43235 0.34250 2.79762 -0.35 0.05 0.00
O -2.02271 -1.16937 -0.58175 -1.84 0.64 0.57
S 1.62862 -0.39328 1.54435 -0.26 0.75 -1.99
H -1.15320 -1.38469 -0.81475 1.97 -0.82 -0.60
H -0.43157 0.41914 -1.07688 -0.43 0.62 -0.74
H 0.91128 1.70400 -1.44415 0.39 0.21 -0.40
H -1.92898 -0.73275 0.27048 -0.18 -0.03 0.13

# 2
87
Properties=species:S:1:pos:R:3:forces:R:3 method="wB97M-V/def2-TZVPD" spin_multiplicity=1 orbital_gap_ev=5.3030 total_charge=-1 relative_energy_ev=4.7897
Mg -0.49563 0.01436 -0.45373 -0.61 -0.11 0.15
C 0.09952 -4.26704 0.77041 -0.23 0.36 0.34
C 0.47912 -4.20241 -0.72345 0.31 -0.28 0.09
C -0.61225 -4.94364 -1.51238 -0.20 0.00 -0.26
C 1.83147 -4.93156 -0.89738 0.24 -0.14 0.07
P 0.51255 -2.34047 -1.18367 1.28 0.24 -0.36
C 2.27347 -1.83164 -0.51307 0.23 0.21 0.10
N 2.40801 -0.38634 -0.32191 0.06 2.69 0.97
B 1.45284 0.41709 0.44626 -1.78 -0.06 -0.16
N 1.66583 1.87239 0.33173 1.50 -2.35 -0.54
C 0.63769 2.93213 0.41199 0.60 -0.02 -0.15
P -1.25178 2.36716 0.42114 1.08 0.19 0.69
C -2.08015 4.01429 -0.13446 0.27 0.47 0.07
C -1.46996 5.28760 0.50040 0.12 0.29 -0.04
C -3.59519 3.98758 0.12594 -0.24 -0.12 0.17
C -1.87948 4.11310 -1.66187 0.14 -0.33 -0.39
C -1.65292 1.98575 2.26432 -0.12 0.67 0.48
C -1.60671 3.21322 3.18662 -0.10 0.25 0.22
C -3.05066 1.33573 2.34076 -0.65 0.54 -0.37
C -0.64973 0.95220 2.80232 0.51 5.12 1.69
C 2.91265 1.88769 -0.35897 -0.86 1.95 0.15
C 3.68628 3.00879 -0.65348 0.67 -0.73 -0.37
C 4.92236 2.81495 -1.29405 -0.15 -0.74 -0.03
C 5.35698 1.51932 -1.64662 -0.54 0.43 0.28
C 4.56140 0.39457 -1.36894 0.08 1.04 0.12
C 3.34462 0.59561 -0.71955 0.50 -1.76 -0.67
C 0.71681 -2.07794 -3.07335 0.38 -0.28 -0.50
C 1.18547 -0.63158 -3.32127 0.93 -0.60 -0.89
C -0.65844 -2.23415 -3.75092 -0.41 0.00 0.09
C 1.72422 -3.03236 -3.73658 0.01 -0.28 -0.21
H 0.02163 -5.32020 1.11782 0.11 0.47 -0.31
H -0.88164 -3.77379 0.94508 0.62 -0.23 0.01
H 0.85529 -3.75695 1.40247 -0.47 -0.24 -0.27
H -0.71504 -5.98897 -1.14812 0.08 0.58 -0.02
H -0.35761 -5.01068 -2.58439 -0.19 0.08 0.38
H -1.59466 -4.43722 -1.39565 0.52 -0.30 -0.14
H 1.73612 -5.98946 -0.56919 -0.07 0.51 -0.09
H 2.62531 -4.47513 -0.27406 -0.41 -0.19 -0.31
H 2.18430 -4.95485 -1.93803 -0.14 0.09 0.32
H 3.09532 -2.23621 -1.13462 -0.41 0.22 0.16
H 2.36812 -2.27877 0.49640 -0.13 -0.11 -0.56
H 0.77257 3.53565 -0.50455 -0.31 -0.09 0.29
H 0.85071 3.60254 1.26837 -0.22 -0.27 -0.26
H -1.57904 5.33162 1.59239 0.04 -0.14 -0.34
H -1.97551 6.19204 0.09781 0.17 -0.46 0.07
H -0.39428 5.39322 0.26051 -0.51 -0.10 0.11
H -3.82086 4.01568 1.20541 0.05 -0.15 -0.43
H -4.05612 3.08424 -0.32845 0.19 0.49 0.34
H -4.08225 4.88450 -0.31515 0.36 -0.44 0.07
H -0.80654 4.16124 -1.93425 -0.54 -0.10 0.10
H -2.36594 5.02645 -2.06878 0.19 -0.42 0.35
H -2.32231 3.23027 -2.17160 0.33 0.49 0.25
H -2.41357 3.92583 2.94603 0.33 -0.06 0.04
H -0.61834 3.71406 3.13667 -0.53 -0.14 0.04
H -1.78359 2.90926 4.24143 0.19 0.01 -0.54
H -3.85282 2.00812 1.99617 0.25 0.00 0.17
H -3.29424 1.04351 3.38532 0.29 0.10 -0.52
H -3.08633 0.42153 1.70920 -0.30 1.88 0.88
H 0.37711 1.37072 2.81219 -0.40 -0.19 -0.07
H -0.67468 0.02600 2.18968 0.03 6.02 1.27
H -0.89755 0.66644 3.84795 -0.19 0.21 -0.61
H 3.36091 4.00114 -0.36952 -0.07 -0.01 0.01
H 5.55059 3.66799 -1.51169 0.05 0.02 -0.04
H 6.31529 1.39012 -2.13398 0.01 0.02 -0.01
H 4.89565 -0.59959 -1.63468 -0.05 -0.04 0.00
H 0.49171 0.09705 -2.84910 0.82 -0.68 -0.72
H 1.23434 -0.41257 -4.41017 -0.04 -0.42 0.29
H 2.20303 -0.47218 -2.92045 -0.40 0.05 -0.11
H -1.38877 -1.52095 -3.31210 0.38 -0.34 -0.28
H -1.07054 -3.25076 -3.63925 0.11 0.34 -0.04
H -0.58383 -2.02703 -4.84091 0.07 -0.02 0.60
H 2.72486 -2.95896 -3.26551 -0.50 -0.12 -0.24
H 1.84023 -2.78293 -4.81351 -0.06 0.04 0.55
H 1.36624 -4.07602 -3.70549 0.26 0.26 0.07
N -2.79612 -3.06458 6.01971 0.31 0.40 -0.82
C -2.44422 -2.58998 5.02070 -0.38 -0.38 0.75
C -2.00950 -2.00374 3.78660 -1.00 0.13 -0.59
C -0.66036 -1.68272 3.59806 1.44 -0.73 -0.60
C -0.23992 -1.11170 2.39489 0.44 -6.94 2.20
C -1.16234 -0.86110 1.38143 -3.09 -4.18 -4.33
C -2.50627 -1.17903 1.56460 1.83 -1.87 0.17
C -2.93263 -1.75015 2.76557 -0.35 -0.56 0.80
H 0.06903 -1.87403 4.38299 -0.17 -0.02 -0.04
H 0.80583 -0.85967 2.24114 -0.06 0.08 -0.20
H -3.21707 -0.97918 0.76740 -0.03 -0.32 0.01
H -3.98507 -1.99451 2.89781 0.13 -0.04 0.21
H 0.05697 0.74000 -1.97483 -1.62 1.18 1.25

# 3
8
Properties=species:S:1:pos:R:3:forces:R:3 method="wB97M-V/def2-TZVPD" spin_multiplicity=1 smiles=C#COPO orbital_gap_ev=8.4336 total_charge=0 relative_energy_ev=2.6599
C 2.61344 -0.22049 -0.01171 -0.77 -0.19 -0.35
C 1.49829 0.21843 -0.15694 0.46 -0.46 0.68
O -2.36678 0.58011 0.04237 -0.36 0.30 1.17
O 0.33811 0.73496 -0.11057 -2.90 -0.92 -0.48
P -1.27265 -0.51119 -0.30601 2.16 1.67 -0.82
H 3.38808 -0.92285 0.04299 0.80 -0.08 -0.01
H -2.98025 1.05393 -0.51122 0.21 -0.07 -0.85
H -1.21825 -0.93291 1.01109 0.41 -0.24 0.66

# 4
15
Properties=species:S:1:pos:R:3:forces:R:3 method="wB97M-V/def2-TZVPD" spin_multiplicity=1 orbital_gap_ev="7.7671 / 8.0247" total_charge=0 relative_energy_ev=4.6517
C -0.24545 1.62595 -0.23902 -0.66 0.55 -0.04
C 1.60744 -0.64021 0.55516 0.15 0.31 -0.18
C 0.40376 -0.43372 -0.33282 -1.00 -0.61 1.42
C -0.81169 0.44349 0.47696 3.05 -0.35 -1.01
C -2.07936 -0.07193 0.13617 -1.40 -0.09 -0.27
N 0.18083 -0.98520 -1.44148 -0.26 0.07 -0.04
H 0.95251 -1.58703 -1.72507 0.13 0.21 -0.06
H -0.84172 2.03578 -1.05004 0.20 -0.07 0.04
H 0.82057 1.82642 -0.26860 -0.17 0.05 0.26
H -0.55629 0.37492 1.53450 0.00 0.10 -0.02
H 1.87113 0.26686 1.10148 -0.07 0.00 0.00
H 2.47529 -0.93584 -0.03636 -0.02 -0.08 0.01
H 1.39621 -1.41549 1.29575 -0.08 0.02 -0.10
H -2.40213 -0.08074 -0.89416 0.02 -0.02 -0.02
H -2.77109 -0.42326 0.88754 0.10 -0.08 0.01